Entry 1:
The following is a DFT calculation (wB97M-V/def2-TZVPD) of C9H21ClI2IrN2OPS as an isolated structure.

Computed properties:
HOMO-LUMO gap (spin up / spin down): 8.042 / 5.008 eV
E_HOMO (spin up / spin down): -18.92 / -19.52 eV
LUMO (spin up / spin down): -0.3996 / -0.5334 Ha
<S²>: 8.778

Structure (ORCA input):
```
! wB97M-V def2-TZVPD RIJCOSX def2/J DEFGRID3
* xyz 3 6
Ir 0.10372 0.85398 -1.16759
I -0.50347 3.46630 -0.02329
I -0.50464 -1.78228 -0.23483
Cl 2.47524 0.95044 -1.10490
S 0.10722 1.20425 1.44085
P 0.22752 0.88488 -3.39930
O -2.89184 0.89431 -1.00518
N 1.13276 -0.79349 2.73861
N -1.19238 -0.70499 2.82280
C -1.36018 0.88515 -4.26742
C 1.16931 2.34505 -3.91871
C -0.02193 -0.20375 2.39292
C -2.42491 -0.32793 2.17105
C -1.72964 0.87048 -1.05570
C 2.38479 -0.25643 2.26470
C 1.09082 -2.17268 3.18874
C 1.15449 -0.60027 -3.87992
C -1.32134 -1.10195 4.21731
H -1.94292 0.00450 -3.97025
H 2.44149 0.81677 2.48833
H 0.28568 -2.73368 2.69131
H 2.10845 -0.59533 -3.33540
H 2.49444 -0.40134 1.17962
H 2.13396 2.33944 -3.39181
H -3.26425 -0.70435 2.75623
H 0.61675 3.25196 -3.64734
H 0.96259 -2.18687 4.27719
H 2.04714 -2.63953 2.95322
H 1.33165 2.32585 -5.00403
H -1.20867 0.86110 -5.35558
H 3.19630 -0.77667 2.78147
H -2.44763 -0.81257 1.18271
H -1.91979 1.79281 -4.00632
H -0.50788 -0.72290 4.84981
H 1.33622 -0.60034 -4.96250
H -2.48664 0.75963 2.04725
H -2.27510 -0.69461 4.58037
H 0.58009 -1.49183 -3.60180
H -1.37743 -2.20312 4.30741
*
```

---

Entry 2:
The following is a DFT calculation (wB97M-V/def2-TZVPD) of a 4-piece molecular cluster, C38H61FN3O12 overall.

Computed properties:
HOMO-LUMO gap: 9.378 eV
E_HOMO: -11.90 eV
LUMO: -0.0928 Ha

Structure (ORCA input):
```
! wB97M-V def2-TZVPD RIJCOSX def2/J DEFGRID3
* xyz 1 1
F 2.16710 -1.44043 5.43404
O -10.06654 -1.60786 -4.14882
O -10.83430 0.47448 -4.25485
O -1.92187 -0.06846 -3.87515
O -3.78109 -1.28164 -3.98638
O -3.47235 0.12164 -2.25297
O -7.95981 -4.51876 -4.27803
O 5.69858 -1.41152 0.26037
O 6.22089 3.74393 -2.81150
O -6.70892 -3.34610 -5.69793
O -7.90128 -5.10236 -6.45309
O -9.38387 -0.10069 -2.62751
O 6.82736 -2.15830 -1.38210
N 4.69334 2.14150 -2.30062
N 2.52294 0.52536 2.43775
N 6.64865 -2.34108 -0.25562
C -0.12367 -2.03238 5.50552
C -0.49983 4.05544 0.56767
C -3.09503 -0.35698 -3.27194
C -6.72160 -2.59898 -4.47267
C 3.85947 2.90145 -1.37659
C 1.26420 -0.35902 2.20053
C 1.03159 -1.41317 3.34455
C 5.44768 -1.69254 1.63285
C 4.31722 1.61136 0.80860
C 3.95570 -1.56363 2.00157
C 0.97140 -0.98740 -0.40157
C 1.55554 -1.33192 0.99271
C -0.31510 3.02852 1.69403
C -1.71337 -1.00423 -4.94174
C 4.36129 2.96283 0.06280
C 2.86619 1.37349 1.22951
C -1.51892 -1.83783 -0.68761
C 3.65226 -0.34249 2.88768
C -10.03542 -0.37879 -3.58085
C 2.41917 3.89154 5.63025
C 3.48021 2.99322 5.20224
C -0.10475 0.38691 1.98906
C -3.12787 -1.45403 -5.25511
C 3.09390 -3.17605 0.31262
C -11.25475 -0.15829 -5.47088
C -0.36399 -1.52787 -0.60824
C 3.35266 2.60397 3.72222
C -11.11008 -1.63074 -5.13261
C 6.01320 2.62554 -2.42136
C 3.04469 -1.72257 0.78165
C -7.55790 -4.39583 -5.56388
C -0.25518 1.63090 1.06422
C 2.29188 1.51107 3.55818
C -7.17418 -3.63651 -3.46838
C -0.92708 0.66088 3.26841
C 0.92111 -1.14550 4.84285
C 1.54865 4.63106 5.98316
C 7.13913 1.71081 -2.01066
H -7.43776 -1.78231 -4.56520
H 3.80952 3.91447 -1.76331
H 0.34238 4.03318 -0.12148
H 1.60709 -1.45812 -1.15227
H 2.34371 -3.37519 -0.44795
H -0.20109 -2.98672 4.99444
H 7.63806 2.15545 -1.15572
H 4.06210 -3.40828 -0.11889
H 5.76824 -2.71498 1.81460
H 3.75082 3.69075 0.59758
H -10.81525 -2.24787 -5.97657
H -12.27121 0.13692 -5.71299
H 0.46666 1.71178 0.26709
H 6.78817 0.72212 -1.74364
H 5.04651 1.65747 1.60907
H -0.64937 5.05618 0.95463
H 3.47750 2.10931 5.83862
H -1.21184 1.50375 0.55960
H 3.41553 -0.68209 3.88336
H -1.81467 1.21810 2.99816
H -0.39833 1.15733 4.07139
H 6.06947 -1.06621 2.26923
H -5.73987 -2.19630 -4.25709
H 0.61027 3.30109 2.19779
H -1.09017 -1.54141 5.54225
H 4.44137 3.47625 5.35701
H 0.69652 -0.12842 5.12918
H 1.06334 -2.26712 1.23426
H 0.18611 -2.21826 6.52798
H 4.54297 0.25855 3.01427
H -1.21672 -0.51574 -5.77470
H -12.00870 -2.04677 -4.67632
H 3.04762 3.49522 3.18109
H 1.34245 1.99393 3.40145
H 4.70711 1.15058 -2.09659
H 2.25863 0.96842 4.48588
H 3.77666 -2.43236 2.63127
H 4.34065 2.33604 3.36311
H 0.95568 0.05809 -0.66397
H -3.19882 -2.49009 -5.57352
H -1.08918 -1.81964 -4.57270
H 3.42995 -1.11646 -0.03360
H 2.37670 2.32918 1.34264
H 0.10683 -1.89556 3.04537
H 2.84176 2.51349 -1.39809
H 1.77175 -2.20267 3.24358
H 2.38157 0.93887 0.37181
H 5.37595 3.35175 0.10165
H -3.61936 -0.81575 -5.98965
H 7.84354 1.61820 -2.82979
H -1.37194 3.77859 -0.02149
H -0.70232 -0.39067 1.52628
H -1.16916 3.13919 2.35206
H 4.63907 0.84940 0.10913
H -7.77400 -3.21741 -2.66543
H -6.34038 -4.19973 -3.04399
H 2.91809 -3.84635 1.15041
H -2.47418 -2.15760 -1.02219
H 0.80195 5.26164 6.39337
H -10.58573 0.15286 -6.27443
H -1.29955 -0.28006 3.66561
*
```